1.
# C4H8NO3

A 2-piece molecular cluster, C4H8NO3 overall in a non-equilibrium geometry (wB97M-V/def2-TZVPD, OMol25).

The geometry in XYZ format:
```
16
Properties=species:S:1:pos:R:3:forces:R:3:mulliken_charge:R:1
C 1.904 -0.477 -2.313 0.300 0.259 0.283 -0.812
C 1.107 0.581 -1.551 0.274 -0.934 -0.150 0.539
O 1.657 1.608 -1.204 -0.158 0.276 -0.191 -0.630
N -0.203 0.288 -1.365 -0.415 0.862 0.720 -0.433
H -0.702 0.945 -0.759 -0.020 -0.068 -0.129 0.280
H -0.512 -0.624 -1.054 0.242 -0.191 -0.439 0.279
H 1.354 -1.386 -2.544 -0.091 0.051 -0.035 0.289
H 2.785 -0.717 -1.715 -0.040 -0.067 -0.030 0.252
H 2.272 -0.003 -3.224 -0.095 -0.127 -0.059 0.224
C -1.077 -0.493 2.615 0.136 0.213 0.078 -0.869
C -1.778 0.576 1.759 -0.269 0.030 -0.652 0.647
O -2.130 0.200 0.601 0.195 -0.089 0.061 -0.813
O -1.966 1.697 2.258 0.173 0.026 0.324 -0.714
H -0.020 -0.264 2.783 -0.065 0.207 -0.106 0.208
H -1.135 -1.462 2.125 -0.146 -0.127 0.163 0.274
H -1.558 -0.471 3.589 -0.021 -0.320 0.164 0.279
```
Forces are in eV/Å.

Values from the calculation:
Kohn-Sham gap = 7.83 eV
Energy relative to the best compared isomer or geometry (same formula, charge and spin) = 0.600 eV
Net charge = -1
HOMO energy = -4.272 eV


2.
# C4H11O2S

A 2-piece molecular cluster, C4H11O2S overall in a non-equilibrium geometry (wB97M-V/def2-TZVPD, OMol25).

The geometry in XYZ format:
```
18
Properties=species:S:1:pos:R:3:forces:R:3:mulliken_charge:R:1
C 0.474 -0.683 -1.409 1.906 0.795 0.236 -0.343
O 1.706 -1.242 -1.967 -0.744 -0.118 -0.295 -0.537
C 0.101 -1.443 -0.175 -1.970 1.335 0.460 -0.585
C -1.195 -0.760 0.410 -0.985 -1.645 -0.556 -0.605
C -1.031 0.228 1.566 1.043 0.499 -1.332 -0.745
S -1.361 1.966 1.061 -0.692 -0.189 0.273 -0.708
H -0.305 -0.557 -2.162 -0.191 -0.653 0.014 0.368
H 0.725 0.338 -1.111 -0.173 0.166 0.140 0.192
H -0.145 -2.468 -0.406 0.330 -0.489 0.018 0.298
H 0.812 -1.327 0.639 0.595 -0.429 -0.376 0.267
H -1.801 -0.363 -0.405 0.358 0.712 -0.130 0.377
H -1.885 -1.587 0.663 0.351 0.004 0.634 0.372
H 0.042 0.245 1.774 -0.029 -0.243 0.529 0.260
H -1.563 -0.129 2.434 -0.277 0.190 0.362 0.291
H 0.586 2.427 0.781 0.558 0.247 0.034 0.184
H 1.534 3.622 0.484 -0.073 0.062 0.002 0.265
H 1.735 -0.956 -2.885 0.172 0.004 0.040 0.286
O 1.569 2.689 0.708 -0.179 -0.250 -0.055 -0.636
```
Forces are in eV/Å.

Values from the calculation:
Kohn-Sham gap = 6.34 eV
Energy relative to the best compared isomer or geometry (same formula, charge and spin) = 0.317 eV
Net charge = -1
HOMO energy = -2.847 eV


3.
# C6H14N3

C6H14N3 as an isolated structure in a non-equilibrium geometry (wB97M-V/def2-TZVPD, OMol25).

The geometry in XYZ format:
```
23
Properties=species:S:1:pos:R:3:forces:R:3:mulliken_charge:R:1
C 2.961 1.014 -2.179 -1.883 -1.711 2.488 -0.114
C 2.255 0.515 -1.313 2.393 1.844 -2.845 -0.397
C -1.912 1.315 1.036 0.947 -1.405 1.140 -0.620
C -1.322 -1.574 0.535 -0.296 0.038 2.167 -0.801
C 1.899 -0.446 0.863 0.294 1.887 0.365 -0.841
C -0.193 -0.445 -1.235 0.149 0.588 -2.011 -0.421
N -2.010 0.735 -0.319 0.946 -1.875 0.551 -0.431
N -1.196 -0.498 -0.418 -1.443 -0.144 -0.256 0.299
N 1.347 0.361 -0.316 0.516 -0.407 0.737 -0.197
H 3.682 1.398 -2.830 0.520 0.212 -0.739 0.479
H -2.545 0.870 1.854 0.012 0.327 -1.131 0.293
H -0.890 1.015 1.417 -0.753 1.284 -0.430 0.166
H -2.130 2.369 0.919 0.391 0.199 0.392 0.286
H -0.565 -1.350 1.313 -0.556 -0.747 -0.055 0.293
H -2.300 -1.566 1.012 -0.092 0.630 0.123 0.305
H -1.314 -2.638 0.256 0.792 0.584 -0.992 0.303
H 1.331 -0.039 1.749 0.808 -0.758 -0.723 0.326
H 1.664 -1.484 0.683 0.274 -0.262 0.098 0.363
H 3.024 -0.224 0.967 -1.847 -0.560 -0.094 0.329
H 0.369 -1.376 -1.567 -0.819 1.263 0.751 0.389
H -0.407 0.348 -2.006 1.094 -0.744 0.764 0.373
H -2.937 0.375 -0.412 -0.859 -0.003 -0.488 0.268
H 1.188 1.323 -0.008 -0.589 -0.239 0.187 0.350
```
Forces are in eV/Å.

Values from the calculation:
Kohn-Sham gap = 10.56 eV
Energy relative to the best compared isomer or geometry (same formula, charge and spin) = 5.370 eV
Net charge = +1
HOMO energy = -13.362 eV